[1]
Below is a structure of composition C44H87N7O21, with properties calculated with ωB97M-V/def2-TZVPD.

Computed properties:
LUMO energy (eV): -0.055
HOMO-LUMO gap (eV): 8.428
Total charge: 0

Last column: Löwdin charge in e.
Atoms and positions in Å:
1 C 6.3499 -4.3030 19.2839  -0.0768
2 O 6.4076 -4.8120 17.9614  -0.3765
3 C 7.6588 -4.6911 17.3085  -0.1318
4 C 7.6561 -5.4263 15.9745  -0.1718
5 O 6.7897 -4.9365 15.0020  -0.0789
6 C 5.4128 -4.9994 15.2090  -0.2440
7 C 4.6440 -4.1163 14.2426  -0.1743
8 O 3.8153 -4.7401 13.2866  -0.1689
9 C 2.7824 -5.5540 13.8315  -0.1195
10 H 7.1655 -4.6250 19.9345  0.0144
11 H 5.4092 -4.6781 19.6766  0.0962
12 H 6.4706 -3.2139 19.2478  0.1030
13 H 8.3855 -5.1514 17.9908  0.1014
14 H 7.9779 -3.6458 17.2197  0.1236
15 H 7.6205 -6.4981 16.2219  0.1307
16 H 8.6422 -5.4216 15.5017  0.1320
17 H 5.1449 -4.7502 16.2372  0.0273
18 H 5.0172 -6.0157 15.0451  0.0832
19 H 5.3038 -3.4808 13.6506  0.1311
20 H 4.1356 -3.4240 14.9285  0.1044
21 H 1.8927 -4.9571 14.0751  0.0727
22 H 3.0199 -6.0217 14.7883  0.0465
23 H 2.5504 -6.2857 13.0621  0.0642
24 C 5.8434 5.9524 14.0952  -0.1036
25 O 5.3836 4.9302 14.9449  -0.1905
26 C 4.8815 3.8214 14.2611  -0.2173
27 C 4.6296 2.6878 15.2907  -0.1744
28 O 5.8610 2.2526 15.8283  -0.1380
29 C 6.2474 2.8821 17.0444  -0.1875
30 C 7.6394 2.4708 17.4585  -0.2211
31 O 7.8026 1.0854 17.5763  -0.1847
32 C 9.0391 0.7388 18.1838  -0.1030
33 H 6.2398 6.8658 14.5303  0.0876
34 H 5.0511 6.3038 13.4189  0.0867
35 H 6.5774 5.4894 13.4241  0.0891
36 H 5.5704 3.3844 13.5275  0.1228
37 H 3.9555 4.0718 13.7298  0.1290
38 H 4.2790 1.8667 14.6636  0.1225
39 H 3.8486 3.0300 15.9705  0.1304
40 H 5.5422 2.6671 17.8579  0.1301
41 H 6.1702 3.9675 16.9508  0.1209
42 H 7.8253 3.0590 18.3659  0.1313
43 H 8.3495 2.7810 16.6804  0.1363
44 H 9.2012 -0.3400 18.1637  0.0737
45 H 9.1069 1.1965 19.1685  0.0925
46 H 9.9236 1.0015 17.5873  0.0949
47 C 11.0189 -6.8854 17.5068  -0.1371
48 O 11.7896 -7.8729 18.1220  -0.1790
49 C 12.8498 -8.3810 17.3192  -0.1926
50 C 13.5440 -9.4976 18.0950  -0.1966
51 O 14.2592 -9.0978 19.2403  -0.1225
52 C 14.4620 -10.1210 20.1785  -0.2011
53 C 15.5371 -9.7145 21.1755  -0.2164
54 O 15.7146 -10.7349 22.1287  -0.1896
55 C 15.9681 -10.2604 23.4367  -0.1027
56 H 10.4275 -6.4288 18.3032  0.0655
57 H 10.2313 -7.2923 16.8535  0.0842
58 H 11.5033 -6.1281 16.8828  0.0931
59 H 13.5911 -7.5915 17.1227  0.1243
60 H 12.5033 -8.5579 16.2962  0.1287
61 H 14.2963 -9.8574 17.3827  0.1286
62 H 12.8181 -10.2961 18.2585  0.1302
63 H 14.8308 -11.0420 19.7112  0.1320
64 H 13.5366 -10.3304 20.7221  0.1344
65 H 15.1651 -8.7814 21.6160  0.1215
66 H 16.5223 -9.5382 20.7350  0.1330
67 H 16.9996 -9.8908 23.4646  0.0886
68 H 15.8907 -11.0443 24.1864  0.0857
69 H 15.2714 -9.4492 23.6616  0.0841
70 C 2.4366 -8.6178 13.4288  -0.0518
71 O 2.9557 -8.1396 12.2045  -0.0581
72 C 2.9879 -8.8991 11.0742  -0.5947
73 O 2.2934 -9.8501 10.8521  0.1466
74 O 3.9469 -8.3841 10.3497  -0.0146
75 C 4.6376 -9.0990 9.3264  -0.0340
76 H 3.1951 -8.4940 14.2027  0.0658
77 H 2.2919 -9.6984 13.4102  0.1072
78 H 1.5689 -8.0667 13.7823  0.0681
79 H 4.2451 -10.0850 9.0723  0.0930
80 H 5.5876 -9.2782 9.8263  0.0820
81 H 4.7688 -8.6384 8.3513  0.0964
82 C 11.6941 -2.2387 13.6064  -0.0280
83 O 10.2893 -2.0189 13.6805  0.0185
84 C 9.8640 -0.7866 13.6523  -0.6242
85 O 10.5333 0.2182 13.6015  0.1204
86 O 8.5323 -0.7904 13.5135  0.0027
87 C 7.8161 0.4101 13.6498  -0.0590
88 H 12.0713 -2.0950 14.6256  0.0957
89 H 12.2156 -1.5142 12.9873  0.0983
90 H 11.8993 -3.2841 13.3987  0.0946
91 H 8.2200 1.2916 13.1531  0.0984
92 H 7.6278 0.6913 14.6903  0.0766
93 H 6.8110 0.2283 13.2672  0.0938
94 C 12.7214 -4.1699 20.0583  -0.0465
95 O 12.0725 -3.0669 20.6491  0.0313
96 C 10.7450 -3.0489 20.5669  -0.5943
97 O 10.0617 -3.8469 19.9777  0.1073
98 O 10.3066 -1.9583 21.1892  0.0283
99 C 8.9385 -1.6356 20.9903  -0.0314
100 H 13.6381 -4.4600 20.5645  0.0987
101 H 12.9318 -3.9957 19.0010  0.1003
102 H 12.1266 -5.0858 20.0253  0.0848
103 H 8.7280 -1.2406 19.9979  0.0700
104 H 8.6185 -0.8771 21.7037  0.1032
105 H 8.2908 -2.4779 21.2354  0.0764
106 C -2.6558 -8.1862 17.3896  -0.0379
107 O -1.7632 -7.4330 16.5799  -0.0132
108 C -1.1951 -8.0730 15.5643  -0.6057
109 O -1.4874 -9.1774 15.2138  0.1573
110 O -0.4451 -7.2054 14.8550  -0.0183
111 C 0.3587 -6.2601 15.5376  -0.0508
112 H -2.0613 -8.9602 17.8733  0.1019
113 H -3.5385 -8.5648 16.8777  0.0996
114 H -3.0694 -7.5610 18.1808  0.0919
115 H 0.7468 -6.6027 16.4970  0.1133
116 H -0.1587 -5.3030 15.6027  0.1008
117 H 1.2770 -6.1157 14.9626  0.0173
118 C 8.3848 -7.9087 21.7908  0.0475
119 C 8.2445 -6.7591 20.8970  -0.2977
120 N 8.0681 -5.8364 20.2388  0.1547
121 H 8.4218 -7.7372 22.8608  0.0824
122 H 9.2271 -8.5065 21.4392  0.1115
123 H 7.5372 -8.5708 21.5932  0.1171
124 C 8.2922 -5.4837 22.0775  -0.1433
125 C 8.4878 -5.7510 23.5014  -0.2244
126 N 8.5288 -5.8536 24.6438  0.1542
127 H 9.2935 -5.3599 21.6646  0.1223
128 H 7.7333 -4.5515 22.0200  0.1485
129 H 7.7971 -6.2151 21.4431  -0.1221
130 C 0.2625 -6.0386 11.3682  -0.0576
131 C 0.3013 -6.3356 9.9201  -0.2573
132 N 0.3737 -6.5603 8.7975  0.1292
133 H 1.0392 -5.3087 11.5818  0.0696
134 H 0.5357 -6.9435 11.9173  0.0661
135 H -0.7207 -5.8233 11.7793  0.0814
136 C 5.5703 -6.6729 18.2007  -0.0647
137 C 4.7500 -6.9932 17.0082  -0.2038
138 N 4.1034 -7.2878 16.1063  0.1412
139 H 6.0078 -7.6082 18.5406  0.0872
140 H 4.9607 -6.1497 18.9311  0.0770
141 H 6.3626 -5.9839 17.9132  -0.0820
142 C 5.9121 -1.8323 16.5765  -0.0011
143 C 5.1306 -2.9646 17.0689  -0.2233
144 N 4.5710 -3.8900 17.4524  0.2080
145 H 5.5126 -1.5039 15.6134  0.0895
146 H 6.8985 -2.1687 16.2482  0.0822
147 H 5.9751 -0.9803 17.2472  0.0846
148 C -0.2631 -2.5887 12.8616  -0.0778
149 C -0.9401 -1.3130 12.8657  -0.2886
150 N -1.4966 -0.3097 12.8740  0.1291
151 H 0.7541 -2.4134 12.5052  0.0876
152 H -0.8334 -3.2429 12.2022  0.0749
153 H -0.1235 -3.1062 13.8095  0.0722
154 C 5.3895 -5.6253 10.8390  -0.0569
155 C 6.4759 -6.4421 10.2810  -0.2631
156 N 7.2418 -7.1923 9.8642  0.1262
157 H 5.4051 -5.8309 11.9092  0.0719
158 H 4.4189 -5.9595 10.4805  0.0746
159 H 5.5080 -4.5526 10.7162  0.0831

Atoms 1-2, force components in eV/Å:
0.2 1.5 0.3
5.1 6.8 0.2

***

[2]
Below is a cluster of 11 separate species, C44H88O11 in total, with properties calculated with ωB97M-V/def2-TZVPD.

Computed properties:
Spin multiplicity: 2
<S²>: 0.754
LUMO energy (alpha / beta) (eV): -2.295 / -8.344
HOMO-LUMO gap (alpha / beta) (eV): 8.419 / 2.370
Total charge: +1

Last column: Löwdin spin population.
Atoms and positions in Å:
1 C 1.6633 -4.6372 -2.2033  0.0001
2 C 1.6902 -5.4630 -3.4822  0.0000
3 C 0.2621 -5.8651 -3.6804  0.0001
4 O -0.5059 -5.1053 -2.7389  0.0016
5 C 0.2879 -3.9724 -2.3198  0.0000
6 H 2.4414 -3.8803 -2.1045  0.0000
7 H 1.7273 -5.2380 -1.2961  0.0000
8 H 2.2871 -6.3728 -3.4173  0.0000
9 H 1.9957 -4.7559 -4.2535  0.0000
10 H 0.0519 -6.9234 -3.5256  0.0000
11 H -0.0801 -5.7045 -4.7027  0.0001
12 H -0.0431 -3.5126 -1.3886  0.0000
13 H 0.3145 -3.1637 -3.0501  0.0000
14 C 0.3873 0.7266 1.1767  0.0000
15 C -1.0962 0.4589 1.2969  0.0000
16 C -1.6604 0.4222 -0.0901  0.0000
17 O -0.4986 0.0248 -0.8732  0.0000
18 C 0.6043 -0.2030 -0.0274  0.0000
19 H 1.0160 0.4515 2.0235  0.0000
20 H 0.6073 1.7365 0.8307  0.0000
21 H -1.5083 1.3471 1.7758  0.0000
22 H -1.3089 -0.4022 1.9305  0.0000
23 H -1.8727 1.4280 -0.4524  0.0000
24 H -2.5774 -0.1671 -0.0890  0.0000
25 H 1.5449 -0.0920 -0.5668  0.0000
26 H 0.6508 -1.2376 0.3124  0.0000
27 C 1.0868 5.3205 4.3418  0.0000
28 C 2.2880 5.7280 5.1980  0.0000
29 C 3.2036 4.4656 5.2182  0.0000
30 O 2.6290 3.5950 4.1950  0.0000
31 C 1.2070 3.7960 4.1882  0.0000
32 H 1.1424 5.7612 3.3464  0.0000
33 H 0.1626 5.6816 4.7929  0.0000
34 H 2.0287 6.2040 6.1437  0.0000
35 H 2.8216 6.5387 4.7018  0.0000
36 H 3.2604 4.0167 6.2099  0.0000
37 H 4.2218 4.6790 4.8929  0.0000
38 H 0.7963 3.2573 5.0422  0.0000
39 H 0.7776 3.5086 3.2284  0.0000
40 C 2.1862 -4.3537 2.8698  0.0000
41 C 3.5332 -3.8263 2.3574  0.0000
42 C 3.2113 -2.3992 1.9749  0.0000
43 O 1.8120 -2.2376 2.1968  0.0000
44 C 1.1297 -3.4769 2.1341  0.0000
45 H 2.1491 -4.1220 3.9342  0.0000
46 H 2.1497 -5.4431 2.8680  0.0000
47 H 3.8445 -4.3065 1.4297  0.0000
48 H 4.3303 -4.0003 3.0802  0.0000
49 H 3.4808 -2.1018 0.9615  0.0000
50 H 3.6746 -1.6846 2.6552  0.0000
51 H 0.9162 -3.8414 1.1293  0.0000
52 H 0.1738 -3.5208 2.6561  0.0000
53 C -4.4961 -0.6993 -2.6556  0.0105
54 C -3.8594 -2.0189 -2.2901  0.0074
55 C -3.9672 -2.8760 -3.5710  0.0788
56 O -3.8169 -1.8458 -4.5863  0.6747
57 C -3.9004 -0.4931 -4.0621  0.0783
58 H -4.1059 0.0287 -1.9443  -0.0008
59 H -5.5828 -0.7294 -2.5765  0.0015
60 H -4.3949 -2.5224 -1.4853  -0.0007
61 H -2.8091 -1.9177 -2.0165  0.0012
62 H -4.9891 -3.2352 -3.6927  0.0486
63 H -3.2533 -3.6984 -3.6167  0.0201
64 H -4.5594 0.0924 -4.7032  0.0204
65 H -2.9049 -0.0562 -3.9835  0.0469
66 C 0.4598 3.3730 -2.2643  0.0000
67 C 1.8211 3.9658 -2.1853  0.0000
68 C 2.6517 2.7427 -2.6011  0.0000
69 O 1.8692 2.2524 -3.6571  0.0003
70 C 0.4808 2.3653 -3.3769  0.0001
71 H -0.2738 4.1490 -2.4827  0.0000
72 H 0.2033 2.9007 -1.3160  0.0000
73 H 2.0171 4.2297 -1.1460  0.0000
74 H 1.9745 4.8564 -2.7948  0.0000
75 H 2.7286 2.0034 -1.8039  0.0000
76 H 3.6437 2.9982 -2.9736  0.0000
77 H -0.0684 1.4603 -3.1171  0.0001
78 H -0.0033 2.6615 -4.3075  0.0000
79 C -6.9285 -2.2496 -0.1330  0.0000
80 C -8.2742 -1.7256 -0.3388  0.0000
81 C -8.0294 -0.2624 -0.7267  0.0000
82 O -6.7895 0.0267 -0.0960  0.0004
83 C -6.2385 -1.1103 0.5683  0.0000
84 H -6.5060 -2.4435 -1.1189  0.0000
85 H -7.0448 -3.2076 0.3737  0.0000
86 H -8.7995 -1.7341 0.6162  0.0000
87 H -8.9105 -2.2324 -1.0643  0.0000
88 H -8.9143 0.3292 -0.4923  0.0000
89 H -7.8609 -0.2785 -1.8035  0.0000
90 H -6.6035 -0.9924 1.5885  0.0000
91 H -5.1549 -1.1662 0.6727  0.0000
92 C 5.0277 2.1921 0.4213  0.0000
93 C 3.7529 1.9950 1.2097  0.0000
94 C 4.2273 1.4253 2.5314  0.0000
95 O 5.3714 0.5481 2.0962  0.0000
96 C 6.0117 1.0198 0.8617  0.0000
97 H 5.4682 3.1649 0.6398  0.0000
98 H 5.1316 2.2298 -0.6631  0.0000
99 H 3.1735 1.2813 0.6240  0.0000
100 H 3.1480 2.8840 1.3881  0.0000
101 H 3.4453 0.7645 2.9054  0.0000
102 H 4.4878 2.2244 3.2255  0.0000
103 H 6.1379 0.1971 0.1578  0.0000
104 H 6.9909 1.4673 1.0321  0.0000
105 C -0.8408 -1.0112 4.7800  0.0000
106 C -1.3796 -1.2072 6.1805  0.0000
107 C -0.6147 -0.1825 7.0055  0.0000
108 O -0.6049 0.8735 6.0227  0.0000
109 C -0.2288 0.3604 4.7887  0.0000
110 H -1.6271 -1.0777 4.0280  0.0000
111 H -0.1661 -1.8363 4.5518  0.0000
112 H -1.3326 -2.2245 6.5691  0.0000
113 H -2.4314 -0.9268 6.2366  0.0000
114 H 0.4196 -0.4420 7.2311  0.0000
115 H -1.0786 0.2010 7.9142  0.0000
116 H 0.8606 0.3385 4.7581  0.0000
117 H -0.5468 0.9507 3.9293  0.0000
118 C -4.9084 3.4362 -1.6584  0.0000
119 C -3.5909 3.4692 -2.4847  0.0000
120 C -4.0220 3.0504 -3.9149  0.0012
121 O -5.2517 2.3955 -3.7123  0.0069
122 C -5.9721 2.9864 -2.6633  0.0008
123 H -5.0950 4.3776 -1.1416  0.0000
124 H -4.7132 2.6377 -0.9426  0.0000
125 H -2.8144 2.8313 -2.0626  0.0000
126 H -3.2314 4.4963 -2.5474  0.0000
127 H -3.3482 2.3292 -4.3775  0.0004
128 H -4.1646 3.9250 -4.5496  0.0006
129 H -6.7663 2.3576 -2.2609  0.0001
130 H -6.4834 3.8442 -3.1000  0.0005
131 C 6.4512 -1.8683 -3.4562  0.0000
132 C 5.3284 -2.2335 -2.5435  0.0000
133 C 4.4352 -0.9973 -2.5683  0.0000
134 O 5.4250 0.0585 -2.5970  0.0000
135 C 6.6281 -0.3451 -3.2848  0.0000
136 H 6.1853 -2.1389 -4.4781  0.0000
137 H 7.3833 -2.3962 -3.2549  0.0000
138 H 5.6847 -2.3950 -1.5262  0.0000
139 H 4.8261 -3.1669 -2.7975  0.0000
140 H 3.6910 -0.8798 -1.7806  0.0000
141 H 3.8772 -0.9755 -3.5044  0.0000
142 H 7.4929 -0.2277 -2.6319  0.0000
143 H 6.7425 0.1412 -4.2536  0.0000

Atoms 1-2, force components in eV/Å:
0.0 0.7 0.6
0.7 0.2 0.3

***

no.,calculated total energy (eV)
1,-100438.205
2,-69561.354